Entry 1:
ORCA calculation (the ωB97M-V functional and the def2-TZVPD basis) on C5H11BiO4 as an isolated structure.

CARTESIAN COORDINATES (ANGSTROEM)
H  0.04130  2.87270  1.39396
C  0.58975  1.95250  1.12491
H  3.76554  0.00452  4.98901
C  2.17902  3.00470  -0.27727
H  1.85751  2.43091  -1.15996
Bi  2.80168  3.20964  2.93708
H  3.25406  3.20795  -0.33962
H  1.63226  3.96152  -0.24295
O  1.95522  2.25214  0.90025
O  2.42689  -2.10387  2.84702
H  0.13215  1.53545  0.21387
C  3.23171  0.67733  4.29584
H  2.22126  -1.13220  3.32659
H  1.27498  0.09972  4.97405
H  2.21499  -2.81323  3.45960
C  1.86925  0.47522  4.13526
O  3.89498  1.52551  3.59649
H  -0.53299  0.71501  2.47649
H  1.00126  0.00473  1.89337
C  0.51755  0.93255  2.23116
O  1.19916  1.43607  3.37457

For the highest occupied orbital energy (spin up / spin down), the calculation gives -0.2144 / -0.2150 hartree. The total energy comes out at -19388.5249 eV. The HOMO-LUMO gap (spin up / spin down) is 6.00 / 6.00 eV. As for the net charge: 0. Its relative energy (zero: lowest compared OMol25 entry of this formula, charge and spin) is 0.2 kcal/mol. Its largest force on an atom is 3.6 eV/Å.

These are the natural (NBO) partial charges, in e, on atoms 1 to 4: H 0.186; C -0.103; H 0.182; C -0.264



Entry 2:
ORCA calculation (the ωB97M-V functional and the def2-TZVPD basis) on the molecule C6H12.

CARTESIAN COORDINATES (ANGSTROEM)
H  -3.16026  0.10547  0.71002
C  0.72419  -0.78011  -0.73215
H  0.65322  -1.91971  0.84221
C  1.94758  0.05390  -0.71999
H  2.61410  -0.12425  -1.57014
H  -1.67865  -1.80386  -0.00801
H  1.83028  2.12574  -1.43888
H  -1.74314  0.98460  1.30035
C  0.17468  -0.93823  0.63253
H  0.28690  1.27161  -1.47081
H  2.53384  0.07415  0.21365
C  -2.08142  0.23608  0.57242
H  0.57136  -0.24813  1.40326
H  -1.92185  0.64707  -0.43154
H  -1.58783  -1.51050  1.73371
C  1.20915  1.41458  -0.89076
H  0.93664  1.83454  0.08200
C  -1.34244  -1.08909  0.75106

For the highest occupied orbital energy, the calculation gives -0.3014 hartree. The total energy comes out at -6413.2048 eV. The HOMO-LUMO gap is 8.83 eV. As for the net charge: 0. Its relative energy (zero: lowest compared OMol25 entry of this formula, charge and spin) is 86.2 kcal/mol. Its largest force on an atom is 0.4 eV/Å.

These are the natural (NBO) partial charges, in e, on atoms 1 to 4: H 0.213; C 0.171; H 0.276; C -0.555



Entry 3:
ORCA calculation (the ωB97M-V functional and the def2-TZVPD basis) on C19H18AlNOS as an isolated structure.

CARTESIAN COORDINATES (ANGSTROEM)
C  3.09038  -0.85852  0.19786
C  -3.42742  4.01390  -1.14758
H  -0.36140  -4.65901  -2.04054
H  -1.43144  -0.67319  -0.55517
O  -0.38695  1.61271  0.15641
C  -3.52905  5.22531  -0.45140
C  -0.56006  -3.81451  -1.38104
C  2.62487  -2.39089  1.88589
H  2.04139  0.84223  1.17227
H  -0.96153  -2.13272  -2.79447
H  -0.28786  1.68517  -2.09905
H  -4.46189  5.79393  -0.48738
C  0.31088  1.74349  -1.17681
C  -0.80600  -3.92273  0.02379
C  -1.12197  3.77740  -0.42781
H  4.11338  -2.84834  0.24935
Al  1.12880  -3.16570  0.52257
H  -1.05149  -2.29512  1.60043
C  -0.83583  -2.47340  -1.75966
C  -2.44386  5.67248  0.31633
C  2.07851  -5.78792  0.71443
H  -0.40839  5.24054  0.97449
H  1.27268  1.23158  -1.14189
C  3.31097  -2.19836  0.60033
N  1.31392  -4.91229  1.07802
C  -0.84926  -2.55121  0.55615
H  3.62355  -0.35375  -0.60491
H  0.88847  3.26250  0.30137
C  -1.25463  4.94832  0.34898
S  3.09338  -6.82600  0.13803
H  1.46864  -0.90473  3.11546
C  0.01474  2.86295  -0.21581
H  -4.27857  3.60373  -1.69130
C  -2.23283  3.29432  -1.14462
H  -2.18719  2.33630  -1.67146
H  -1.13953  -4.81571  0.55817
H  2.97334  -3.10080  2.64298
C  -1.04537  -1.69735  -0.59928
C  1.96218  -1.13216  2.17456
C  2.28276  -0.21984  1.16193
H  -2.53035  6.58739  0.90040

For the highest occupied orbital energy, the calculation gives -0.3005 hartree. The total energy comes out at -40962.1027 eV. The HOMO-LUMO gap is 7.71 eV. As for the net charge: 0. Its relative energy (zero: lowest compared OMol25 entry of this formula, charge and spin) is 16.8 kcal/mol. Its largest force on an atom is 3.2 eV/Å.

These are the natural (NBO) partial charges, in e, on atoms 1 to 4: C -0.255; C -0.196; H 0.240; H 0.246



Entry 4:
ORCA calculation (the ωB97M-V functional and the def2-TZVPD basis) on a 6-piece molecular cluster, C40H37N4O13 overall.

CARTESIAN COORDINATES (ANGSTROEM)
C  3.99035  -4.36630  6.94796
C  -6.57261  1.85584  -7.62275
C  5.63742  -2.29384  1.65566
H  2.24337  1.72678  0.28810
C  1.64968  -4.09968  6.26576
H  -2.80065  0.13994  -3.02462
C  7.42027  -3.91027  3.20687
H  -3.39220  1.59740  -4.85729
N  -3.74151  1.87957  -3.92425
O  -3.24368  -0.65246  0.49653
H  -4.45307  2.90833  -0.80715
C  -1.85749  4.40092  -0.62915
H  0.55482  2.07879  -0.19603
H  1.26121  0.47547  -0.52050
C  -4.77032  0.38910  -6.84330
O  2.30247  0.89770  2.03854
H  6.82455  -2.74767  -0.03791
H  1.08695  -0.98782  1.54017
H  8.13850  -4.53627  3.72103
H  1.96288  3.16661  -1.83854
H  -0.77186  4.81674  -3.64987
H  2.52418  -5.97677  6.70787
O  0.97468  -3.56546  1.83974
C  1.97919  2.06011  -1.89672
C  5.43071  -2.47845  3.11087
H  -4.46381  -0.15102  -3.67971
H  0.66164  -4.47276  6.02764
C  -0.57334  3.73277  -3.50229
C  -2.37535  -2.79141  0.96613
H  0.73632  3.88527  -5.29620
O  0.50317  0.50587  -2.84370
H  5.16873  -2.52555  7.08378
C  1.11770  1.49219  -3.03547
H  4.91803  -1.66769  1.14258
C  -5.33828  -0.72677  -7.62759
O  0.93532  -1.89657  5.83461
O  4.50005  -1.94839  3.68476
H  -0.38538  3.58267  -2.42741
C  0.72628  3.43235  -4.28988
N  -0.88910  4.61956  -0.10208
O  -2.74487  4.18030  -1.60901
H  -7.09842  2.80088  -7.67341
C  0.90567  3.07748  4.46807
C  -3.72834  2.13023  -1.09861
H  -4.42059  0.05320  -1.07685
C  -5.46994  1.69289  -6.89618
C  1.76274  1.25370  3.07322
C  -0.94982  -0.69955  1.03172
C  2.64553  -4.90389  6.62926
C  -2.27309  -1.32417  0.80473
N  -1.73744  3.00534  -4.01465
H  -4.81072  -1.67076  -7.57551
O  8.55443  -4.25275  1.17420
H  1.55912  -0.76703  3.88452
C  -4.38641  0.91854  -1.78281
H  3.04311  1.76567  -1.97921
H  6.23357  -3.45700  4.89970
H  -0.89558  0.37550  0.90758
C  -7.14547  0.73660  -8.41161
C  -3.81124  0.57165  -3.16805
H  -5.44922  1.19682  -1.94439
C  7.62787  -3.72565  1.75007
C  0.76371  0.65905  5.23263
H  1.53247  3.95484  -3.73099
O  1.02743  2.04209  -4.30469
O  4.90004  -5.09832  7.27566
C  1.48528  1.55364  -0.50353
O  -0.04334  2.45161  6.52714
H  0.70112  4.11907  4.68268
C  3.18529  -2.09878  6.48521
C  0.49436  2.09401  5.50148
C  6.40063  -3.33216  3.83726
H  -3.27041  1.75816  -0.15958
H  0.45886  -0.03393  5.99193
C  1.49339  2.68572  3.34102
C  1.84435  -2.63523  6.16699
O  -3.75698  0.23365  -6.17486
C  -2.70860  2.57105  -3.26751
C  4.18084  -2.90095  6.84794
C  6.65672  -2.87141  1.02444
C  -6.44134  -0.56751  -8.35570
O  -8.14624  0.88400  -9.07367
H  -5.03884  2.49865  -6.31554
H  3.30782  -1.02637  6.40536
H  -1.77568  2.86142  -5.02047
C  1.35338  0.27233  4.10184
C  0.11103  -1.42859  1.37011
N  -2.64546  2.78264  -1.88510
H  -3.35076  -3.22934  0.79537
H  1.79992  3.38707  2.57442
H  -1.37145  -4.59739  1.42898
H  -6.87251  -1.37308  -8.93607
C  0.01058  -2.89939  1.53314
C  -1.31638  -3.52331  1.30508

For the highest occupied orbital energy, the calculation gives -0.4253 hartree. The total energy comes out at -74642.2595 eV. The HOMO-LUMO gap is 7.40 eV. As for the net charge: +1. Its largest force on an atom is 4.6 eV/Å.

These are the Mulliken partial charges, in e, on atoms 1 to 4: C 0.438; C -0.495; C -0.438; H 0.454



Entry 5:
ORCA calculation (the ωB97M-V functional and the def2-TZVPD basis) on the molecule C4H9N3O.

CARTESIAN COORDINATES (ANGSTROEM)
N  -1.13302  -2.39051  0.97588
N  2.24281  0.03768  0.37781
O  -1.23537  -3.61074  0.66299
H  2.27737  -0.32592  -0.56314
H  0.81128  1.10420  -1.45111
C  -0.06952  0.53130  -1.16213
H  -0.07239  -0.42756  -1.68915
H  -0.95938  1.08743  -1.46092
H  -1.31314  0.01797  1.92361
H  0.94186  0.08955  2.02888
H  2.99869  -0.26134  0.97020
C  -1.39563  -0.03071  0.83774
H  -2.14576  0.68777  0.49776
N  -0.09923  0.36238  0.26885
C  -1.73185  -1.42003  0.38984
H  -2.35041  -1.53627  -0.50043
C  1.01609  0.14346  0.95678

For the highest occupied orbital energy (spin up / spin down), the calculation gives -0.2193 / -0.2193 hartree. The total energy comes out at -10807.7189 eV. The HOMO-LUMO gap (spin up / spin down) is 5.92 / 5.92 eV. As for the net charge: 0. Its relative energy (zero: lowest compared OMol25 entry of this formula, charge and spin) is 109.4 kcal/mol. Its largest force on an atom is 2.6 eV/Å.

These are the natural (NBO) partial charges, in e, on atoms 1 to 4: N -0.073; N -0.771; O -0.574; H 0.411



Entry 6:
ORCA calculation (the ωB97M-V functional and the def2-TZVPD basis) on C18H22F3N6O2PRbS as an isolated structure.

CARTESIAN COORDINATES (ANGSTROEM)
H  -0.88867  -0.86358  -4.93850
C  3.79394  0.39017  -0.03350
H  -1.89108  -2.56129  -3.86429
H  3.77272  0.31086  -4.21229
C  5.16520  0.48054  -0.03229
H  -1.39689  0.58020  2.38427
N  0.62438  0.68683  2.77749
H  3.26067  0.18663  -0.95900
C  5.02360  0.84877  2.32043
H  2.45787  -1.53049  -4.74015
C  -5.18904  -2.33315  0.16624
H  -2.12911  0.86894  4.71268
C  -0.09358  1.02246  5.44406
F  -5.14809  2.28332  0.46925
C  1.97007  -0.55428  -4.73980
H  -4.00868  -3.29351  -1.35809
C  -0.65827  0.69881  3.17088
H  1.38351  -0.47473  -5.65486
C  -4.58315  -0.01729  0.51813
N  3.02106  0.51991  1.05474
C  5.79095  0.71995  1.19053
H  2.01275  1.14366  5.80267
H  -0.73244  -2.46703  -2.71345
C  -4.80125  1.27617  1.26811
C  3.62503  0.74032  2.21394
F  -3.69805  1.64545  1.94629
H  -0.36047  1.15372  6.48436
O  1.17320  -1.37432  -2.17434
H  6.86796  0.80047  1.25479
N  2.90602  0.86739  3.39406
C  -1.07635  0.86096  4.47075
C  1.22757  1.01730  5.06785
H  -5.79618  -3.19216  0.40426
H  3.49303  1.01600  4.19708
H  -6.11066  -1.01076  1.59626
H  3.11890  0.95685  -5.56104
H  -1.46089  0.13697  -3.60188
C  -5.35612  -1.10436  0.82787
H  -2.75540  -1.42644  -1.82304
H  1.67903  1.43280  -3.48394
Rb  0.36932  0.36367  -0.12717
C  -0.89217  -0.76186  -3.85116
P  0.82414  -0.47781  -3.30518
O  0.91863  1.07367  -2.95574
N  2.90060  0.57818  -4.64963
S  -2.58447  1.15844  -1.02409
N  -3.47550  -1.32086  -1.09002
N  -1.46635  -1.94400  -3.18365
H  5.73133  0.36393  -0.94497
F  -5.77966  1.13779  2.18099
C  -3.58334  -0.09319  -0.50061
C  1.55046  0.84891  3.71127
H  5.48271  1.03117  3.28399
C  -4.22877  -2.40011  -0.79056

For the highest occupied orbital energy, the calculation gives -0.3850 hartree. The total energy comes out at -60990.0355 eV. The HOMO-LUMO gap is 8.13 eV. As for the net charge: +1. Its relative energy (zero: lowest compared OMol25 entry of this formula, charge and spin) is 2.1 kcal/mol. Its largest force on an atom is 0.6 eV/Å.

These are the natural (NBO) partial charges, in e, on atoms 1 to 4: H 0.225; C 0.057; H 0.380; H 0.385